# C25H46CeO3P2S

A molecular structure, C25H46CeO3P2S at a distorted geometry (ωB97M-V/def2-TZVPD, OMol25).

Each line ends with the Löwdin spin population.
Atoms and positions in Å:
H: 2.812 -4.050 -1.481  0.0000
C: -0.631 -5.294 -0.184  0.0000
H: 4.165 -0.272 0.916  0.0001
H: -1.480 1.961 -2.081  0.0000
H: -1.758 -3.140 -2.521  0.0000
H: 4.674 -3.826 -4.752  -0.0001
H: 0.584 -5.751 -4.350  -0.0001
H: -1.361 2.252 1.556  0.0000
C: 2.118 0.008 0.362  -0.0020
H: 0.731 -2.309 1.196  0.0000
C: 0.043 1.001 0.551  -0.0021
H: 6.219 -2.425 -2.997  -0.0001
H: -4.310 -2.230 0.635  0.0000
H: 5.572 -1.158 -1.885  0.0000
H: -1.722 0.517 1.667  0.0000
C: 0.755 -0.206 0.780  -0.0041
C: -0.765 -3.905 -0.765  0.0000
H: -2.452 -4.654 -1.958  0.0000
H: -2.035 -3.466 1.760  0.0000
H: 1.464 3.972 -0.352  0.0000
H: -3.234 -5.923 1.798  0.0000
C: -2.891 -5.339 0.936  0.0000
H: 4.270 1.717 0.065  0.0000
H: 3.347 3.108 -0.558  0.0000
H: -0.839 -1.499 1.407  0.0000
H: 4.327 -3.395 -0.839  0.0000
C: 0.249 -1.382 1.544  -0.0002
H: -0.154 3.726 0.326  -0.0001
Ce: 1.630 -0.883 -2.244  1.0261
C: -0.045 -3.004 -5.204  -0.0002
H: -0.698 -3.116 -0.008  0.0000
H: 5.576 -0.874 -3.643  0.0000
C: 3.293 -0.879 0.616  0.0002
C: 0.910 1.927 -0.078  -0.0037
H: 3.089 -1.608 1.428  0.0000
H: 0.146 3.447 -1.410  -0.0002
C: 0.318 -5.081 -3.518  -0.0007
C: -2.046 -3.690 -1.612  0.0000
H: 2.696 -5.105 -4.425  0.0000
H: 0.544 -2.956 -6.126  0.0000
P: 3.798 -2.344 -3.003  -0.0011
C: 2.514 -4.082 -4.785  -0.0001
C: 0.574 3.336 -0.397  -0.0006
H: 2.186 -4.155 -5.832  0.0000
C: -3.092 -2.828 -0.974  0.0000
H: -3.546 -2.107 -1.666  0.0000
H: 0.644 -5.562 -2.589  0.0000
C: 3.765 -3.219 -4.640  -0.0003
H: -0.777 -4.997 -3.493  0.0000
C: -1.991 1.085 -2.510  0.0000
C: 2.191 1.328 -0.210  -0.0023
C: -2.986 -3.838 1.351  0.0000
H: -0.570 -2.059 -5.070  0.0000
C: -1.537 -5.872 0.616  0.0000
H: -3.704 -3.791 2.192  0.0000
H: 3.773 -2.434 -5.417  0.0001
C: -3.506 -2.902 0.301  0.0000
H: 3.762 1.766 -1.645  0.0001
H: 0.437 -1.315 2.634  -0.0002
O: -0.682 -1.117 -2.697  -0.0028
C: 3.829 -3.729 -1.766  -0.0003
C: -1.335 1.302 1.008  -0.0002
H: 3.609 -1.470 -0.273  0.0000
O: -1.319 -0.039 -4.863  -0.0003
H: -2.320 0.391 -1.726  0.0000
C: 3.450 2.008 -0.610  0.0002
H: -2.020 1.398 0.161  -0.0001
S: -0.852 0.166 -3.520  -0.0002
H: -0.785 -3.807 -5.290  0.0000
P: 1.074 -3.416 -3.799  -0.0024
O: 0.525 0.808 -3.417  -0.0019
H: -2.852 1.382 -3.119  0.0000
H: -3.622 -5.514 0.135  0.0000
H: -1.305 -6.823 1.107  0.0000
H: 0.325 -5.779 -0.409  0.0000
C: 5.458 -1.643 -2.874  0.0002
H: 0.121 -3.723 -1.409  0.0000
H: 4.370 -4.599 -2.173  -0.0001

Calculated values
LUMO level (spin up / spin down) = -3.32 / -3.27 eV
Relative energy (zero: lowest compared OMol25 entry of this formula, charge and spin) = 0.0 kcal/mol
Charge = +1
Spin multiplicity = 2
M = 628.8 g mol⁻¹

---

# C25H46O7P2

5 unconnected molecules or ions with the total composition C25H46O7P2 at a distorted geometry (ωB97M-V/def2-TZVPD, OMol25).

Each line ends with the Löwdin charge.
Atoms and positions in Å:
O: -2.913 1.348 2.176  -0.0273
C: -1.827 1.068 1.339  -0.4765
O: -1.516 0.011 0.889  0.1421
C: 1.566 1.478 0.771  -0.3065
H: 1.723 -3.484 -4.514  0.1155
H: 4.223 -0.614 -4.821  0.1166
C: 2.014 -0.713 5.135  -0.2075
H: 1.562 -2.215 6.660  0.1125
H: -4.681 -5.334 0.135  0.1179
O: -1.555 4.060 3.427  -0.4551
H: 1.208 -1.134 4.523  0.1159
P: -0.590 3.105 2.763  0.7416
O: 1.856 0.711 5.161  -0.1648
H: 2.969 -0.963 4.670  0.1159
H: 2.899 -1.127 7.055  0.1144
C: 1.919 -1.188 6.575  -0.1754
H: 1.058 -0.077 8.265  0.1130
H: 2.227 1.604 6.976  0.1177
H: 0.414 2.894 -6.791  0.1167
H: 3.843 -3.185 -5.683  0.1131
H: -2.819 -2.904 2.772  0.1214
C: 3.095 2.899 -5.856  -0.1744
H: -1.119 1.219 -1.582  0.0411
H: 1.304 0.402 0.647  0.0395
H: 0.665 0.930 -1.823  0.0372
C: -5.065 0.569 0.872  -0.1147
C: -4.212 -5.202 1.111  -0.2001
H: 2.692 3.295 -3.759  0.1206
H: -0.395 2.023 3.675  0.0406
C: -4.963 -0.636 0.882  0.1169
O: 2.652 -0.992 -3.523  -0.1613
H: -0.057 -0.409 6.933  0.1158
H: -2.184 -3.029 1.121  0.1161
O: 0.969 2.911 -4.812  -0.1538
H: -0.138 2.423 -2.468  0.0177
H: 1.287 -2.201 -2.543  0.1171
H: -2.315 -5.694 0.213  0.1142
P: 0.287 2.584 -0.038  0.8860
H: 1.692 1.672 1.853  0.0133
H: 2.843 -4.284 -3.404  0.1126
C: 0.979 -0.160 7.182  -0.1734
C: 3.356 -1.273 -4.740  -0.2131
H: -4.622 -1.673 0.864  0.0263
H: 2.372 4.097 -7.553  0.1118
C: -3.560 2.518 1.626  -0.2652
H: 2.969 -2.324 -1.990  0.1174
H: 2.554 1.608 0.280  0.0396
H: 4.137 3.175 -5.698  0.1132
C: 2.253 4.004 -6.474  -0.1742
C: -2.816 -5.800 1.179  -0.1749
C: 2.599 -3.333 -3.876  -0.1733
C: -2.753 -3.552 1.896  -0.2049
H: 4.683 -2.868 -4.159  0.1151
H: 2.509 4.965 -6.018  0.1147
H: -2.444 4.289 1.050  0.1165
H: 2.456 1.597 -4.219  0.1007
C: 2.351 2.629 -4.559  -0.2017
H: -2.431 -5.224 3.218  0.1144
H: 0.630 3.813 2.562  0.0254
H: -3.916 3.180 2.436  0.1423
C: 1.397 1.110 6.460  -0.2066
C: -1.197 2.489 1.112  -0.6045
H: 0.174 4.441 -5.956  0.1165
O: -4.072 -3.804 1.389  -0.1711
H: 2.680 -1.065 -5.577  0.1185
C: -0.116 1.696 -1.634  -0.2702
C: 2.327 -2.226 -2.872  -0.2051
H: -2.790 3.182 -0.362  0.1203
H: 3.070 2.011 -6.494  0.1109
C: -2.144 -4.908 2.211  -0.1737
C: -4.912 2.078 0.884  -0.1111
H: 0.579 1.824 6.354  0.1131
H: -4.834 2.463 -0.156  0.1070
H: -1.056 -4.907 2.151  0.1123
H: -4.867 -5.637 1.873  0.1181
C: -2.500 3.236 0.703  -0.1197
C: 3.737 -2.743 -4.693  -0.1736
H: -5.789 2.539 1.372  0.1093
C: 0.849 3.591 -6.066  -0.2039
H: -2.820 -6.856 1.446  0.1116

Calculated values
LUMO level = 0.56 eV
Charge = 0
M = 520.6 g mol⁻¹
Structure (SMILES) = C#CC[C@@H]1C[C@]([PH2]=O)(P(C)C)C(=O)O1.C1CCOC1.C1CCOC1.C1CCOC1.C1CCOC1

---

# C25H47BF4FeN8O2Si3

A molecular structure, C25H47BF4FeN8O2Si3 (ωB97M-V/def2-TZVPD, OMol25).

Each line ends with the Löwdin spin population.
Atoms and positions in Å:
C: 3.849 0.210 -0.829  0.0007
N: 5.977 0.020 0.278  0.0027
H: 0.156 -1.578 2.818  0.0005
C: -1.838 -1.395 -3.068  0.0118
C: -1.046 -4.841 1.137  0.0030
H: -0.178 2.810 -7.063  0.0011
H: 2.350 -2.969 0.224  0.0000
C: 4.623 -0.006 0.320  0.0027
H: -1.267 -4.325 -3.387  0.0006
O: -0.670 0.557 2.423  0.0372
C: -0.637 1.086 3.544  0.0051
N: -0.806 2.397 3.715  0.0008
H: 1.237 -3.117 -3.235  0.0000
N: -1.413 -0.007 -3.209  0.0786
H: -1.589 4.150 2.907  0.0000
Si: -0.032 -3.261 0.960  0.0107
H: 1.869 0.364 -1.607  0.0012
H: -4.982 -2.117 -0.008  0.0004
C: -3.711 0.911 0.365  0.0042
Si: -2.599 -1.630 0.410  0.0137
N: 1.818 -0.042 0.415  0.0298
H: 1.310 -2.904 3.031  0.0001
H: -0.940 -0.688 4.682  0.0001
H: -1.102 -5.406 0.206  0.0000
H: 0.783 3.833 -3.829  0.0021
C: 3.932 -0.217 1.523  0.0008
F: 0.229 3.743 -1.691  0.0025
O: -2.621 0.042 0.075  0.0281
Fe: -0.312 0.099 0.424  3.7287
F: -1.520 3.641 -0.200  0.0003
H: -0.757 2.761 4.652  0.0002
H: -2.791 -2.853 2.575  0.0001
H: -1.440 2.797 1.788  0.0001
H: 0.648 0.046 4.874  0.0000
H: -1.816 -1.862 -4.054  0.0046
H: -0.390 -3.134 3.430  0.0001
C: 2.479 0.188 -0.729  0.0065
H: -2.071 -4.646 1.461  0.0000
H: 1.784 -2.122 -1.892  0.0003
C: -4.044 -2.456 -0.454  0.0027
Si: -0.720 -2.431 -1.887  0.0147
C: -2.969 -1.830 2.237  0.0003
N: 1.131 2.942 1.448  0.0034
C: -0.872 -1.974 -0.103  0.0474
N: 0.759 3.583 -4.811  0.0382
H: 2.058 -4.546 0.960  0.0001
C: -0.948 3.325 2.599  0.0000
H: 0.205 5.781 2.986  0.0000
C: -0.418 0.261 4.780  0.0011
C: -0.554 0.432 -4.053  0.4841
H: -0.751 0.773 5.681  0.0001
H: -2.875 -1.378 -2.738  -0.0002
C: 1.002 -2.230 -2.641  0.0095
H: 2.903 2.598 0.472  0.0001
H: -4.111 -2.295 -1.530  0.0000
H: -3.987 -3.535 -0.288  0.0002
H: 4.469 -0.380 2.448  0.0001
B: -0.918 3.072 -1.297  0.0053
C: 2.334 3.328 1.037  0.0002
C: 1.639 -3.798 0.282  0.0004
H: -2.278 -4.400 -1.937  0.0001
H: -4.621 0.565 -0.130  0.0012
H: -0.595 -4.917 -1.876  -0.0001
H: 3.848 4.844 0.924  0.0000
H: -0.641 1.236 -6.525  0.0096
N: 0.051 1.567 -4.070  0.2283
H: -4.021 -1.606 2.432  0.0000
H: -0.587 -5.490 1.888  0.0005
C: -1.274 -4.178 -2.304  0.0034
H: 2.472 6.482 2.220  0.0000
C: 0.397 3.821 2.131  0.0001
C: 2.863 4.585 1.287  0.0001
H: 0.686 4.339 -5.470  0.0015
C: 0.174 2.408 -5.078  0.0598
C: 0.841 5.100 2.435  0.0001
C: 2.099 5.490 2.003  -0.0001
H: -3.465 1.907 -0.001  0.0001
H: -1.754 0.663 -2.518  0.0146
H: 1.575 -4.257 -0.707  0.0001
H: -2.356 -1.164 2.843  -0.0001
C: 2.559 -0.225 1.516  0.0052
H: 6.513 -0.254 1.081  0.0001
H: 4.317 0.392 -1.788  0.0001
H: 2.011 -0.402 2.433  0.0004
C: 0.291 -2.655 2.724  0.0018
F: -0.514 1.682 -0.935  0.0400
N: -0.238 2.134 -6.322  0.0301
H: 1.065 -1.372 -3.315  0.0085
F: -1.827 2.922 -2.345  0.0071
H: 6.455 0.045 -0.604  0.0001
H: -3.893 0.960 1.442  0.0000

Calculated values
LUMO level (spin up / spin down) = -1.81 / -3.51 eV
Relative energy (zero: lowest compared OMol25 entry of this formula, charge and spin) = 0.0 kcal/mol
Charge = +1
Spin multiplicity = 6
M = 718.6 g mol⁻¹

---

> Which value of charge does entry 1 give?

+1